The following is a DFT calculation (ωB97M-V/def2-TZVPD) of an isolated molecule of C5H9N in a non-equilibrium geometry.

orbital gap = 12.306 eV
E_HOMO = -11.45 eV
SMILES = CC(C)CC#N
strongest force on any atom = 1.1 eV/Å
energy relative to the best compared isomer or geometry (same formula, charge and spin) = 0.79 kcal per mole
lowest unoccupied orbital energy = 0.85 eV
DFT total energy = -6820.9608 eV

Geometry as ORCA input:
```
! RIJCOSX wB97M-V def2-TZVPD def2/J DEFGRID3
* xyz 0 1
N 2.6933 -0.5126 -1.0238
C 0.9744 -0.1704 0.9291
C -0.6139 1.3979 -0.2722
C 1.9509 -0.3524 -0.1509
C -0.4588 0.0323 0.3984
C -0.8676 -1.1011 -0.5472
H 1.2821 0.6887 1.5365
H -1.1041 0.0042 1.2864
H -0.2201 2.2035 0.3583
H -1.9552 -1.1498 -0.6578
H -0.0747 1.4233 -1.2269
H -0.5211 -2.0762 -0.1870
H 1.0169 -1.0554 1.5748
H -1.6678 1.6148 -0.4756
H -0.4343 -0.9469 -1.5420
*
```



The following is a DFT calculation (ωB97M-V/def2-TZVPD) of an isolated molecule of C4H5FN2 in a non-equilibrium geometry.

orbital gap = 8.541 eV
E_HOMO = -7.99 eV
strongest force on any atom = 3.4 eV/Å
energy relative to the best compared isomer or geometry (same formula, charge and spin) = 94.70 kcal per mole
lowest unoccupied orbital energy = 0.55 eV
DFT total energy = -9922.6978 eV

Geometry as ORCA input:
```
! RIJCOSX wB97M-V def2-TZVPD def2/J DEFGRID3
* xyz 0 1
F -1.5865 -1.6750 0.1856
N -2.1056 0.4377 0.0254
N -2.7129 1.4015 0.0250
C -1.2376 -0.4649 -0.1953
C 0.9436 0.7138 0.3669
C 0.1138 -0.1294 -0.5803
C 1.2795 -0.7074 0.0987
H 2.1318 -0.9639 -0.5811
H 0.8614 -1.3265 1.0325
H 0.5359 0.9691 1.3401
H 0.2203 0.0935 -1.6884
H 1.5562 1.6516 -0.0290
*
```



The following is a DFT calculation (ωB97M-V/def2-TZVPD) of a 4-piece molecular cluster, C4H18NO3 overall in a non-equilibrium geometry.

orbital gap = 12.011 eV
E_HOMO = -14.79 eV
strongest force on any atom = 1.6 eV/Å
energy relative to the best compared isomer or geometry (same formula, charge and spin) = 18.55 kcal per mole
lowest unoccupied orbital energy = -2.78 eV
DFT total energy = -12066.5608 eV

Geometry as ORCA input:
```
! RIJCOSX wB97M-V def2-TZVPD def2/J DEFGRID3
* xyz 1 1
O -1.3399 -3.1050 -1.8222
O -2.1161 2.0069 2.4537
O 2.4763 -2.9216 1.0188
N -0.2777 -0.6217 0.5534
C 2.0883 1.4846 -0.7947
C -0.9589 0.6860 0.2561
C 0.7407 2.1788 -0.9733
C -0.4981 1.2822 -1.0673
H -0.4500 -0.8956 1.5225
H 2.3815 1.0610 -1.7614
H -0.5173 -1.3979 -0.0714
H 2.4141 -3.7840 0.6033
H -1.9520 2.7347 3.0671
H -0.7181 1.3704 1.0518
H 3.3743 -2.6844 1.2554
H 2.8690 2.2328 -0.6588
H -2.0274 0.5250 0.2414
H -2.3055 -3.1806 -1.8946
H -3.0602 1.8497 2.5814
H 2.1075 0.7349 -0.0080
H -1.3449 1.8442 -1.4692
H 0.7443 -0.5706 0.5082
H -0.3559 0.5469 -1.8706
H -1.2102 -2.9198 -2.7655
H 0.7409 2.8901 -1.7988
H 0.5887 2.8175 -0.0970
*
```



The following is a DFT calculation (ωB97M-V/def2-TZVPD) of a 2-piece molecular cluster, ClFIPS overall in a non-equilibrium geometry.

orbital gap (alpha / beta) = 4.963 / 4.959 eV
E_HOMO (alpha / beta) = -9.51 / -9.51 eV
strongest force on any atom = 2.7 eV/Å
energy relative to the best compared isomer or geometry (same formula, charge and spin) = 86.92 kcal per mole
lowest unoccupied orbital energy (alpha / beta) = -4.55 / -4.55 eV
DFT total energy = -43463.2185 eV

Geometry as ORCA input:
```
! RIJCOSX wB97M-V def2-TZVPD def2/J DEFGRID3
* xyz 0 1
I -1.2105 0.2870 -2.0141
Cl 3.1417 0.3915 -0.2664
S -1.1143 -1.6812 1.1920
P -0.3210 -0.1944 0.1512
F -0.4959 1.1971 0.9372
*
```



The following is a DFT calculation (ωB97M-V/def2-TZVPD) of C66H62GeN9O6SiY as an isolated structure in a non-equilibrium geometry.

orbital gap = 3.716 eV
E_HOMO = -0.75 eV
strongest force on any atom = 2.3 eV/Å
lowest unoccupied orbital energy = 2.96 eV
DFT total energy = -160585.8793 eV

Geometry as ORCA input:
```
! RIJCOSX wB97M-V def2-TZVPD def2/J DEFGRID3
* xyz -2 1
Y -0.4189 -1.2330 0.6744
Ge 0.6189 1.5220 -3.6054
Si 1.7266 -3.3690 2.5692
O -5.4438 0.8934 3.8534
O 1.3043 1.0092 -0.8167
O 1.8933 3.0726 -1.4776
O -3.3799 -0.5305 4.1041
O -6.3863 2.0491 2.2041
O -1.6711 -1.2309 2.8672
N -1.9786 3.9765 2.1600
N -2.6898 -0.0011 0.6151
N -4.5182 1.1687 0.3625
N 1.2274 -2.0118 -1.0486
N -1.4771 -2.5115 -0.8749
N -4.8694 8.6868 6.0164
N 1.3681 -0.5395 2.9083
N -1.0824 2.0627 1.4926
N -0.7444 -3.0225 -1.9093
C -3.4385 -2.6548 -2.3233
C -3.8827 2.4338 -5.0553
C 2.7967 -5.7521 3.8886
C 0.1949 1.0214 -1.7489
C -4.8107 -2.6309 -2.4462
C 4.1791 4.5822 -4.6779
C 1.0354 -0.4831 -7.3863
C 4.4935 -4.8067 -0.2061
C 5.6894 -4.2154 0.1622
C -3.5871 4.5811 3.8806
C -3.3138 0.0828 1.8268
C 1.8155 -6.8233 5.7956
C 1.2897 -3.5943 -2.9016
C 1.9808 -0.8541 -4.8282
C -1.5386 4.1568 0.8711
C 3.0944 1.1508 4.3901
C 0.7572 0.4642 3.8047
C -3.1322 3.4639 -4.5164
C 3.3180 2.3784 -4.3130
C -1.2315 1.9933 -4.2417
C 3.3007 -2.5828 -2.1266
C 3.6473 0.5523 3.0925
C -3.3127 1.1781 -5.1808
C 4.5533 -3.0784 1.9350
C -3.6755 -2.5901 0.0748
C 2.4992 0.0375 2.1960
C -4.3831 7.8641 5.3648
C 0.8595 -5.8235 5.8488
C 1.8471 4.2386 -4.2165
C 2.9047 5.0876 -4.4904
C 1.6714 1.6457 4.1553
C 0.6513 0.3688 -6.3674
C 2.0323 2.8678 -4.1176
C -2.8229 -2.5918 -1.0527
C 5.7175 -3.3454 1.2382
C 2.5433 -1.8959 -1.2065
C -5.0419 -2.5347 -0.0664
C 0.8794 -4.7975 4.9235
C -3.4351 0.6553 -0.2512
C -2.7713 7.2432 3.6573
C 0.5568 -2.8538 -1.9212
C 1.7601 -1.7534 3.6263
C 0.1680 -3.3859 1.5765
C 2.3856 -1.7058 -5.8416
C -2.1891 6.2828 2.8704
C 4.3817 3.2152 -4.5922
C -3.1479 0.8143 -1.6862
C -2.0080 0.9700 -4.7758
C -3.7847 6.8865 4.5712
C 2.7843 -6.7851 4.8084
C -2.7392 -0.6119 3.0281
C -1.6799 2.6879 2.4774
C -4.1805 5.5359 4.6663
C 1.8498 -4.7317 3.9257
C -5.5157 1.3015 2.6115
C 2.0311 2.0826 -0.7860
C 3.3363 -4.5270 0.4975
C -1.8293 3.2380 -4.1049
C 1.1091 0.1961 -5.0676
C 2.6399 -3.4828 -2.9863
C -2.5873 4.9409 2.9665
C 3.3382 -3.6509 1.5771
C -1.0014 2.9697 0.4777
C -5.6281 -2.5409 -1.3274
C -4.4689 0.8255 1.6917
C 1.9089 -1.5271 -7.1277
H 2.3505 -1.0062 -3.8238
H 3.5581 -5.7364 3.1208
H 0.8636 4.6509 -4.0544
H 1.2850 2.1370 5.0522
H -6.7028 -2.4886 -1.4390
H 5.0100 5.2444 -4.8903
H 2.2170 -2.1938 -7.9255
H 2.7076 -1.6147 4.1610
H 0.1203 -4.0305 4.9652
H 2.4105 -4.9955 0.2022
H -0.6739 -3.6649 2.2170
H 4.4659 -5.4963 -1.0379
H -2.1603 1.2693 -1.8067
H 3.0764 -2.5098 -5.6251
H -0.0219 1.1886 -6.5807
H 1.7945 -7.6335 6.5117
H 2.8643 1.9924 -0.0640
H 3.2112 -4.0528 -3.7084
H -1.2646 4.0418 -3.6557
H -1.4031 6.5522 2.1796
H 2.1102 0.8756 1.6161
H 4.3573 -0.2446 3.3273
H 1.6589 2.3796 3.3461
H 6.6472 -2.8761 1.5358
H -1.9026 2.2656 3.4391
H -5.2645 -2.6630 -3.4300
H -1.6653 5.0813 0.3454
H 3.0385 -1.1892 -0.5464
H 0.0916 -5.8525 6.6094
H 4.1908 1.3229 2.5400
H -3.5647 4.4515 -4.4247
H -4.9056 2.6053 -5.3684
H -5.2737 1.7014 -0.0363
H 3.7412 1.9608 4.7394
H 3.5264 -7.5715 4.7559
H 5.3711 2.8006 -4.7477
H 2.8841 -0.7132 1.5027
H 0.7146 -4.2274 -3.5582
H -1.5695 -0.0121 -4.8797
H 0.1925 -4.0914 0.7419
H -3.8841 0.3627 -5.6048
H -3.9011 1.4335 -2.1654
H -3.9043 3.5517 3.9449
H -0.1291 -0.0302 -1.7777
H 3.0695 0.3949 5.1789
H -0.1485 0.8416 3.3293
H -2.7982 -2.6960 -3.1932
H 1.0062 -1.9322 4.3903
H -0.5918 2.6982 -0.4774
H 6.5963 -4.4304 -0.3862
H -3.2240 -2.6330 1.0591
H -2.4556 8.2771 3.5937
H 0.6586 -0.3295 -8.3909
H 4.3679 -2.4229 -2.1869
H 0.4530 -0.0331 4.7293
H 2.7409 6.1568 -4.5587
H -4.6122 0.2633 4.0170
H 4.5864 -2.4114 2.7843
H -3.1227 -0.1662 -2.1623
H 3.4879 1.3118 -4.2454
H -4.9627 5.2654 5.3610
H -5.6614 -2.5037 0.8206
*
```



The following is a DFT calculation (ωB97M-V/def2-TZVPD) of C45H42AsFN16O3SSc as an isolated structure.

orbital gap = 6.125 eV
E_HOMO = -9.26 eV
strongest force on any atom = 0.6 eV/Å
energy relative to the best compared isomer or geometry (same formula, charge and spin) = 11.68 kcal per mole
lowest unoccupied orbital energy = -3.14 eV
DFT total energy = -172420.1500 eV

Geometry as ORCA input:
```
! RIJCOSX wB97M-V def2-TZVPD def2/J DEFGRID3
* xyz 1 1
As -1.6246 1.3986 2.4264
Sc -1.1991 -1.4688 0.7949
S 1.2393 -0.4855 2.8381
F 1.6801 2.4243 -3.8227
O 0.0627 -2.9041 1.2882
O 0.3965 -0.4863 -0.0698
O 1.8906 -4.1745 1.3681
N -4.2276 1.2204 -0.6200
N -0.7344 -1.4191 4.4067
N -2.8591 -1.2668 -2.5610
N -0.2627 -3.3402 -1.5805
N -1.2686 -2.4801 -1.2308
N -3.4180 0.7077 0.2259
N -2.7422 -0.3228 -0.3601
N 1.0890 -0.6142 5.4631
N -4.1388 0.5821 -1.8091
N -1.5881 -1.7344 3.3930
N -0.1916 -3.4108 -2.8532
N 3.5267 1.0406 -5.3001
N 3.6758 -2.2387 -1.7192
N -1.1181 -2.6106 -3.4351
N 3.7707 0.0560 -7.9443
N -3.1278 -2.6756 1.4172
C -3.3177 -2.1179 5.1341
C -5.1979 4.4397 2.4524
C 0.2488 2.5446 4.4237
C -3.6526 -2.6119 2.6478
C -3.1825 2.5480 2.5318
C 0.6881 2.8275 5.7113
C 1.6049 0.7663 -2.1633
C -1.2681 1.7747 6.6139
C 1.9300 -2.3047 -0.0660
C -1.7047 1.5001 5.3248
C -0.9516 1.8768 4.2168
C -0.0632 2.4391 6.8116
C -5.7052 -3.5704 1.8773
C 2.1286 1.2545 -3.3161
C 2.1162 -0.4283 -1.6283
C 1.4295 -1.0627 -0.5206
C -3.9895 4.7032 1.8298
C -0.7948 2.7992 1.3856
C 3.0446 -2.8085 -0.6749
C -1.2093 4.9853 0.4812
C -4.3978 2.2744 3.1336
C 5.8335 -3.5301 -1.4919
C -3.2316 -0.3501 -1.5990
C 6.1373 -2.3205 -2.3282
C 0.4727 2.7830 0.8254
C -2.9719 3.7559 1.8665
C 0.0603 4.9760 -0.0757
C 0.9027 3.8832 0.0930
C 3.6736 -0.5715 -3.4837
C -5.4052 3.2277 3.1007
C -1.6498 3.8922 1.2205
C 1.2714 -3.2221 0.9460
C -3.8621 -3.1851 0.4286
C 2.5572 1.4353 -6.2961
C -2.7663 -2.1077 3.7387
C 4.7614 -0.3609 -6.8832
C 0.5035 -0.8548 4.2671
C 3.1830 -1.0654 -2.2630
C 4.8248 0.7445 -5.8372
C 2.4079 0.3600 -7.3607
C -4.9423 -3.0499 2.9135
C 4.7692 -2.9376 -2.3558
C 3.1284 0.5681 -4.0390
C -1.7643 -2.0891 -2.4107
C -5.1550 -3.6492 0.6157
H -6.3596 3.0212 3.5663
H 1.8940 3.8885 -0.3429
H 4.3735 -1.2909 -6.4674
H 3.4341 -3.7597 -0.3393
H -3.3978 -3.1353 5.5205
H -2.6642 1.0065 5.1937
H 4.4328 -1.1285 -4.0107
H -5.9898 5.1756 2.4208
H 6.2338 -1.3793 -1.8052
H -1.0408 -1.6334 5.3433
H 5.2466 1.6505 -6.2960
H -1.8807 1.4942 7.4620
H 5.5124 0.4496 -5.0465
H 4.4677 -3.4894 -3.2389
H 1.7689 0.6611 -8.1893
H -1.8511 5.8445 0.3366
H 1.6192 3.3619 5.8521
H -3.8474 5.6424 1.3106
H -5.3542 -2.9973 3.9079
H 0.7976 1.2818 -1.6594
H 1.5822 1.5928 -5.8469
H -4.3187 -1.6891 5.1293
H 0.2757 2.6681 7.8130
H 0.8526 2.8517 3.5785
H -2.7475 -1.5193 5.8414
H 1.1165 1.9216 0.9599
H 2.0477 -0.5773 -6.9363
H -4.5821 1.3164 3.6065
H 1.9371 -0.0751 5.4238
H -3.3870 -3.2163 -0.5412
H -5.7049 -4.0520 -0.2223
H 6.7605 -2.4369 -3.2034
H 6.2308 -4.4869 -1.7954
H -6.7144 -3.9101 2.0661
H 0.3971 5.8312 -0.6469
H 2.8480 2.3873 -6.7593
H 5.7547 -3.3845 -0.4248
H 4.1234 0.8931 -8.4164
H 3.6933 -0.6687 -8.6585
H 5.7119 -0.5427 -7.3824
H 0.5249 -0.4843 6.2890
H -3.1218 -1.0413 -3.5058
*
```



The following is a DFT calculation (ωB97M-V/def2-TZVPD) of a 3-piece molecular cluster, C31H50N3O7 overall in a non-equilibrium geometry.

orbital gap = 5.361 eV
E_HOMO = -10.35 eV
strongest force on any atom = 10.1 eV/Å
lowest unoccupied orbital energy = -4.99 eV
DFT total energy = -51723.8950 eV

Geometry as ORCA input:
```
! RIJCOSX wB97M-V def2-TZVPD def2/J DEFGRID3
* xyz 1 1
O 2.6521 0.3977 -3.8357
O 2.9411 0.7144 -1.8476
O 8.3689 4.6260 3.6197
O 9.8324 6.0284 5.7798
O 6.8252 0.5322 0.1372
O -9.4845 -5.6930 -2.0989
O -11.7945 -7.3155 -2.9965
N -0.1132 -1.7077 -1.4492
N 1.0908 -1.1016 -1.5708
N 3.4110 0.0460 -2.9253
C 1.5302 0.3290 -1.6787
C -3.5711 -1.4137 0.1326
C 6.3910 2.8946 1.1882
C -2.7983 -1.6570 -1.2925
C 1.9314 3.6549 -1.0576
C -6.2553 -4.8596 -0.8076
C -10.4516 -7.7967 -2.8905
C 0.5383 3.0873 -1.6974
C 7.4791 1.7527 0.6338
C -6.3119 -4.4128 1.9610
C 8.5840 6.0389 3.6760
C -1.3285 -0.8642 -1.3946
C 2.2101 3.2456 0.5046
C -9.6872 -7.0721 -1.7781
C 7.4151 0.0518 -1.1219
C -2.5489 1.6671 -1.3716
C 0.3109 1.4714 -1.5944
C -1.1616 0.7548 -1.4418
C 9.8951 6.3752 4.3934
C -4.1555 1.2306 -3.9772
C 7.4319 4.1844 4.5969
C -10.3998 -4.8413 -1.4171
C 10.5075 4.8081 6.0640
C -6.8557 -5.2966 0.6822
C -4.6566 -2.6774 0.2833
C -5.2061 -3.5707 -0.9929
C -5.2363 -3.1497 1.7788
C 4.8910 2.5613 0.5418
C -3.5085 1.4183 -2.7185
C -11.9614 -6.4100 -4.0819
C 3.7787 3.7329 0.8219
H -2.3536 2.8200 -1.3425
H -11.4297 -5.2020 -1.4849
H 10.2273 4.4866 7.0710
H -10.2018 -7.1771 -0.8143
H -10.1052 -4.7527 -0.3677
H -2.5714 -2.8105 -1.5011
H 8.6462 6.3916 2.6423
H 6.8248 3.9269 0.8468
H 11.5908 4.9704 6.0340
H 7.4850 3.0958 4.6551
H -0.3470 3.6351 -1.1115
H -7.5843 -6.2163 0.7447
H 10.2346 4.0188 5.3594
H -4.8769 -2.6011 2.7487
H 7.5394 0.9175 -1.9288
H 10.7459 5.8837 3.9062
H -10.3474 -3.8496 -1.8701
H 1.5400 3.9619 1.1792
H -3.4880 -1.3233 -2.2055
H 6.4207 4.4603 4.2854
H 7.6414 4.5975 5.5874
H 3.8742 4.2519 1.8857
H 4.4613 1.5338 0.9101
H 6.6554 -0.7150 -1.5940
H 4.0066 4.6050 0.0395
H 5.0844 2.4544 -0.6271
H 1.9125 -1.7837 -1.5963
H 0.4592 3.4252 -2.8176
H -3.1411 1.3799 -0.4040
H -11.1767 -5.6499 -4.1016
H -12.9268 -5.9093 -3.9666
H -2.8567 -1.3180 1.0564
H 6.3526 2.7822 2.3535
H 10.0568 7.4579 4.3405
H 1.9235 4.8470 -1.1121
H -11.9618 -6.9638 -5.0274
H -4.8525 -3.3699 -2.0923
H -10.5114 -8.8618 -2.6394
H 8.4869 -0.4238 -0.9913
H -4.7810 1.5369 -4.9460
H 8.1897 1.4449 1.5253
H 8.1689 2.1670 -0.2236
H -4.2631 -0.4512 -0.0073
H 2.0737 2.1112 0.7575
H -8.6957 -7.5235 -1.6788
H -9.9277 -7.7060 -3.8497
H -6.7058 -4.7343 3.0294
H -6.5769 -5.4637 -1.7750
H 7.7340 6.5445 4.1523
H 2.8172 3.3350 -1.7911
*
```



The following is a DFT calculation (ωB97M-V/def2-TZVPD) of an isolated molecule of C23H29N5O2S in a non-equilibrium geometry.

orbital gap = 8.966 eV
E_HOMO = -8.36 eV
SMILES = Cn1cccc1Cc1nnc(SCC(=O)NC[C@@H]2CCCO2)n1CCc1ccccc1
strongest force on any atom = 1.1 eV/Å
energy relative to the best compared isomer or geometry (same formula, charge and spin) = 2.79 kcal per mole
lowest unoccupied orbital energy = 0.60 eV
DFT total energy = -46703.0024 eV

Geometry as ORCA input:
```
! RIJCOSX wB97M-V def2-TZVPD def2/J DEFGRID3
* xyz 0 1
S 1.6211 1.4549 1.2134
O -0.6452 3.9232 2.1052
O -4.6593 1.5440 0.4748
N -1.8408 -3.3964 0.3150
N -0.0027 0.7383 -0.8630
N -1.2918 2.9508 0.1604
N -0.4002 -0.3940 -1.4759
N 1.0185 -0.9540 0.0934
C -2.8167 -2.5031 -0.2447
C -4.8210 1.1860 -1.8290
C 4.6843 0.1059 0.5057
C -0.9454 -4.9915 1.5715
C 1.9522 -1.6904 0.9011
C 3.4772 -0.0935 -1.5513
C 0.2112 -1.4004 -0.9185
C -3.3366 1.3850 -1.5046
C -0.5775 -3.6084 -0.1538
C 3.2678 -1.9361 0.1400
C 5.1402 1.3524 0.1180
C -2.7114 2.9494 0.4289
C 1.0543 3.0823 0.6286
C 4.7544 1.8846 -1.1006
C 0.0035 -4.5902 0.6136
C 0.8434 0.4006 0.0757
C 0.0064 -2.8278 -1.2892
C 3.8450 -0.6274 -0.3226
C -0.3855 3.3615 1.0636
C 3.9258 1.1573 -1.9371
C -2.0672 -4.2391 1.3568
C -5.3995 0.8015 -0.4670
C -3.3160 1.6022 0.0269
H 1.7252 3.7913 1.1122
H -5.2680 2.1210 -2.1659
H -3.3392 -2.9736 -1.0835
H 1.4913 -2.6396 1.1878
H 5.1005 2.8631 -1.3990
H -0.8136 -5.7416 2.3251
H 4.9750 -0.3007 1.4636
H 0.9593 -3.2828 -1.5675
H -0.6530 -2.8439 -2.1603
H -3.2063 3.7508 -0.1308
H -2.9265 2.2477 -2.0256
H -2.7375 0.8009 0.5162
H 3.9577 -2.4457 0.8133
H 1.1771 3.1024 -0.4524
H -2.8661 3.1307 1.4957
H 3.6224 1.5643 -2.8905
H 0.9918 -4.9899 0.4879
H -3.5479 -2.2445 0.5204
H -3.0079 -4.2397 1.8712
H 2.8312 -0.6559 -2.2123
H -6.4505 1.0624 -0.3416
H -2.7429 0.5151 -1.7795
H 5.7904 1.9138 0.7721
H 3.0758 -2.5854 -0.7164
H -0.9688 2.3315 -0.5834
H -4.9928 0.4209 -2.5822
H -5.2713 -0.2776 -0.2873
H 2.1501 -1.0959 1.7968
H -2.3397 -1.5921 -0.6041
*
```